No. 1
{"formula": "C58H128N7O6", "method": "ωB97M-V with the def2-TZVPD basis set", "elements": ["C", "C", "C", "N", "C", "C", "C", "C", "C", "H", "H", "H", "H", "H", "H", "H", "H", "H", "H", "H", "H", "H", "H", "H", "H", "H", "H", "C", "C", "C", "N", "C", "C", "C", "C", "C", "H", "H", "H", "H", "H", "H", "H", "H", "H", "H", "H", "H", "H", "H", "H", "H", "H", "H", "C", "C", "C", "N", "C", "C", "C", "C", "C", "H", "H", "H", "H", "H", "H", "H", "H", "H", "H", "H", "H", "H", "H", "H", "H", "H", "H", "C", "C", "C", "N", "C", "C", "C", "C", "C", "H", "H", "H", "H", "H", "H", "H", "H", "H", "H", "H", "H", "H", "H", "H", "H", "H", "H", "C", "C", "C", "N", "C", "C", "C", "C", "C", "H", "H", "H", "H", "H", "H", "H", "H", "H", "H", "H", "H", "H", "H", "H", "H", "H", "H", "C", "C", "C", "N", "C", "C", "C", "C", "C", "H", "H", "H", "H", "H", "H", "H", "H", "H", "H", "H", "H", "H", "H", "H", "H", "H", "H", "C", "C", "C", "N", "C", "C", "C", "C", "C", "H", "H", "H", "H", "H", "H", "H", "H", "H", "H", "H", "H", "H", "H", "H", "H", "H", "H", "O", "C", "O", "O", "H", "O", "C", "O", "O", "H"], "xyz": [[24.96, -6.64, -5.83], [24.86, -5.06, -6.03], [24.06, -4.31, -4.88], [23.78, -2.86, -5.29], [23.13, -2.73, -6.67], [22.94, -2.37, -4.12], [23.08, -0.83, -4.27], [24.48, -0.60, -4.81], [25.04, -1.98, -5.11], [25.50, -6.89, -4.91], [25.49, -7.21, -6.59], [23.96, -7.04, -5.67], [24.32, -5.01, -6.97], [25.82, -4.59, -6.26], [24.65, -4.38, -3.97], [23.09, -4.76, -4.69], [23.95, -2.78, -7.39], [22.79, -1.70, -6.82], [22.35, -3.48, -6.71], [21.91, -2.68, -4.21], [23.42, -2.63, -3.17], [22.32, -0.51, -4.98], [22.75, -0.39, -3.32], [24.55, 0.01, -5.71], [25.07, -0.23, -3.97], [25.60, -2.08, -6.05], [25.70, -2.31, -4.30], [21.42, -3.83, 1.39], [22.03, -4.23, -0.05], [20.96, -4.93, -0.83], [21.27, -5.29, -2.32], [22.77, -5.70, -2.56], [21.00, -4.03, -3.23], [19.52, -3.89, -3.36], [19.06, -5.33, -3.53], [20.17, -6.23, -2.98], [21.10, -4.74, 1.90], [20.45, -3.34, 1.33], [22.13, -3.27, 1.99], [22.91, -4.86, 0.10], [22.32, -3.43, -0.74], [20.10, -4.27, -0.70], [20.71, -5.91, -0.41], [22.86, -5.94, -3.62], [22.95, -6.61, -1.98], [23.57, -5.00, -2.31], [21.37, -4.27, -4.23], [21.39, -3.08, -2.86], [19.27, -3.25, -4.20], [19.08, -3.31, -2.55], [18.91, -5.49, -4.60], [18.14, -5.43, -2.95], [20.64, -6.81, -3.77], [19.88, -6.93, -2.19], [19.81, -11.83, -2.66], [19.37, -10.42, -3.15], [20.24, -9.64, -4.11], [19.42, -8.51, -4.84], [18.84, -7.66, -3.70], [18.38, -8.97, -5.86], [18.18, -7.86, -6.83], [19.42, -7.11, -6.90], [20.29, -7.81, -5.84], [19.22, -12.31, -1.87], [20.84, -11.65, -2.35], [19.81, -12.55, -3.47], [19.06, -9.81, -2.29], [18.48, -10.66, -3.73], [20.54, -10.33, -4.89], [21.10, -9.24, -3.57], [17.99, -8.14, -3.23], [18.48, -6.72, -4.13], [19.64, -7.42, -2.99], [17.44, -9.46, -5.62], [18.83, -9.79, -6.42], [17.31, -7.35, -6.42], [17.76, -8.17, -7.79], [19.33, -6.04, -6.68], [19.92, -7.10, -7.87], [20.87, -7.02, -5.38], [20.92, -8.52, -6.38], [20.00, -3.48, -7.47], [19.87, -2.15, -8.28], [20.86, -2.09, -9.45], [20.75, -0.82, -10.28], [20.89, 0.50, -9.50], [21.78, -0.85, -11.47], [20.97, -1.00, -12.82], [19.64, -1.51, -12.36], [19.44, -0.80, -11.05], [20.26, -4.31, -8.12], [19.31, -3.95, -6.76], [20.93, -3.45, -6.90], [20.15, -1.38, -7.57], [18.82, -2.05, -8.58], [20.64, -2.90, -10.15], [21.89, -2.12, -9.09], [20.10, 0.34, -8.76], [20.71, 1.40, -10.09], [21.89, 0.37, -9.10], [22.34, 0.08, -11.51], [22.57, -1.58, -11.36], [20.81, 0.00, -13.22], [21.38, -1.55, -13.66], [18.88, -1.35, -13.13], [19.49, -2.57, -12.14], [19.21, 0.24, -11.29], [18.64, -1.11, -10.39], [20.33, -9.49, -9.42], [20.80, -8.22, -9.95], [22.17, -7.79, -9.28], [22.67, -6.33, -9.74], [23.00, -6.34, -11.21], [23.95, -5.87, -8.98], [24.07, -4.37, -9.09], [22.60, -4.07, -8.73], [21.70, -5.20, -9.32], [19.32, -9.66, -9.80], [20.28, -9.43, -8.33], [20.89, -10.36, -9.76], [20.03, -7.47, -9.77], [20.96, -8.26, -11.03], [23.08, -8.39, -9.36], [22.08, -7.60, -8.21], [23.76, -7.12, -11.24], [23.41, -5.34, -11.33], [22.11, -6.59, -11.79], [24.86, -6.21, -9.48], [23.85, -6.26, -7.97], [24.39, -3.91, -10.03], [24.81, -3.91, -8.42], [22.45, -3.00, -8.91], [22.41, -3.94, -7.66], [21.16, -4.89, -10.22], [20.94, -5.61, -8.65], [22.71, -7.54, -6.41], [23.21, -8.91, -6.17], [23.61, -9.57, -7.55], [24.26, -10.96, -7.39], [25.70, -10.78, -6.70], [23.50, -12.18, -6.82], [24.11, -13.34, -7.45], [24.72, -13.04, -8.76], [24.41, -11.51, -8.86], [21.87, -7.70, -7.08], [23.35, -6.74, -6.77], [22.09, -7.11, -5.63], [22.38, -9.39, -5.65], [23.95, -8.80, -5.38], [24.46, -9.04, -7.99], [22.75, -9.75, -8.19], [26.22, -11.70, -6.94], [25.39, -10.78, -5.66], [26.32, -9.97, -7.06], [23.69, -12.27, -5.75], [22.48, -11.96, -7.13], [24.91, -13.52, -6.75], [23.45, -14.21, -7.44], [25.81, -13.13, -8.85], [24.23, -13.53, -9.59], [25.08, -10.97, -9.52], [23.42, -11.30, -9.25], [18.89, -5.22, -5.72], [17.82, -4.24, -5.02], [17.24, -3.48, -6.27], [16.19, -2.39, -5.97], [16.60, -1.56, -4.74], [14.79, -3.00, -5.74], [13.82, -2.01, -6.43], [14.64, -1.05, -7.17], [16.01, -1.47, -7.15], [19.13, -6.08, -5.11], [19.86, -4.81, -5.99], [18.45, -5.75, -6.56], [18.12, -3.66, -4.15], [17.01, -4.82, -4.58], [16.76, -4.12, -7.01], [18.05, -2.89, -6.70], [15.97, -0.67, -4.67], [17.66, -1.34, -4.88], [16.72, -2.24, -3.89], [14.57, -3.00, -4.67], [14.65, -3.98, -6.18], [13.12, -1.40, -5.85], [13.10, -2.59, -7.00], [14.50, -0.03, -6.80], [14.28, -1.07, -8.19], [16.77, -0.70, -7.21], [16.24, -2.09, -8.02], [19.12, -2.23, -5.76], [20.24, -1.70, -5.39], [21.02, -1.35, -6.29], [20.50, -1.63, -4.22], [19.37, -2.15, -6.69], [20.95, -4.03, -5.49], [21.18, -5.25, -5.94], [20.63, -5.55, -6.98], [22.04, -5.98, -5.37], [20.50, -3.73, -6.29]], "mulliken_charge": [-0.7830, -0.2320, -0.7871, 0.5063, -1.7425, -0.5293, -0.5370, -0.7825, -0.6104, 0.4185, 0.6351, -0.6179, -0.4330, 0.6312, 1.3688, -1.3243, 0.8579, 0.6835, 0.2948, -1.3174, 0.7095, -0.1727, 0.7974, 0.3580, 0.3601, 0.4262, 0.4472, -1.3389, -0.2162, -0.9932, 1.1543, -0.8142, -1.5919, -0.2055, -0.6160, 0.7799, 0.3817, 0.3817, 0.3981, 0.3185, 0.2716, 0.4262, 0.6802, -0.0633, 0.6315, 0.4518, 0.5058, 1.1737, 0.1874, 0.9560, -1.5244, 1.1136, -0.6437, 0.5025, -1.3852, -0.7510, -0.4827, 1.5455, -0.9479, -1.2002, -1.3562, 1.7786, -0.4232, 0.3872, 0.3400, 0.3429, 0.3817, 0.2751, 0.2642, 0.5253, 0.6591, 0.5141, 0.5398, 0.4666, 0.5139, 0.3552, 0.4780, 0.5706, -0.7864, -1.1157, -0.3669, -0.1676, -0.5429, -0.7253, 0.6763, -0.8145, -0.3529, -0.6327, -0.4341, -0.3601, -0.0157, -0.3000, 0.5358, 1.0228, 0.5615, -0.3500, 0.6477, 0.3556, 0.4229, 0.4022, 0.4021, 0.1630, 0.3828, 0.3847, 0.4637, 0.1983, 0.6618, -0.0789, -1.3658, -0.3528, -0.7008, 0.4685, -0.8006, 0.2202, -1.3608, 1.4941, 0.0556, 0.4532, 0.1371, 0.3183, 0.1241, 0.5599, 1.3920, -0.8173, 0.2946, 0.3417, 0.3916, 0.7075, -0.8274, 0.4553, 0.5178, -0.1220, 0.1939, -0.0248, -0.2156, -0.4583, 0.9072, -2.1708, 0.6279, -0.9542, -0.5742, -0.8028, -0.7091, -0.4144, 0.3279, -0.0977, 0.5220, -0.6335, 1.0114, 0.3331, 0.0205, 0.5091, 0.4449, 0.1910, 0.3946, 0.3795, 0.3200, 0.4672, 0.3630, 0.3845, 0.4212, 0.2456, -0.1288, 0.1469, -0.9117, 0.8212, -0.8182, -0.3366, -0.7971, -0.5376, -0.6021, 0.3958, -0.3391, 0.1632, -0.3997, 0.4369, 0.3800, 0.2417, 0.5021, 0.1283, 0.4509, 0.3094, 0.4063, 0.3065, 0.3703, 0.4579, 0.3174, 0.1394, 0.3826, 0.1247, 0.0996, -0.6970, -0.4735, -2.6301, 0.3447, 0.1158, -0.0503, -0.4040, -0.0701], "de_lowest_ev": 53.233, "gap_ev": 9.192, "total_energy_ha": -3117.59798, "total_charge": 5, "fmax_ev_per_a": 11.661}

***

No. 2
{"formula": "C58H132N8O11", "method": "ωB97M-V with the def2-TZVPD basis set", "elements": ["C", "C", "C", "C", "C", "C", "C", "C", "C", "N", "O", "H", "H", "H", "H", "H", "H", "H", "H", "H", "H", "H", "H", "H", "H", "H", "H", "H", "H", "H", "C", "C", "C", "C", "C", "C", "C", "C", "C", "N", "O", "H", "H", "H", "H", "H", "H", "H", "H", "H", "H", "H", "H", "H", "H", "H", "H", "H", "H", "H", "C", "C", "C", "C", "C", "C", "C", "C", "C", "N", "O", "H", "H", "H", "H", "H", "H", "H", "H", "H", "H", "H", "H", "H", "H", "H", "H", "H", "H", "H", "C", "C", "C", "C", "C", "C", "C", "C", "C", "N", "O", "H", "H", "H", "H", "H", "H", "H", "H", "H", "H", "H", "H", "H", "H", "H", "H", "H", "H", "H", "C", "O", "C", "C", "C", "N", "H", "H", "H", "H", "H", "H", "H", "H", "H", "H", "H", "C", "O", "C", "C", "N", "C", "C", "O", "C", "H", "H", "H", "H", "H", "H", "H", "H", "H", "H", "H", "H", "H", "H", "H", "C", "O", "C", "C", "N", "C", "C", "O", "C", "H", "H", "H", "H", "H", "H", "H", "H", "H", "H", "H", "H", "H", "H", "H", "C", "O", "C", "C", "N", "C", "C", "O", "C", "H", "H", "H", "H", "H", "H", "H", "H", "H", "H", "H", "H", "H", "H", "H"], "xyz": [[2.19, -1.89, 7.01], [2.80, -0.79, 7.89], [3.52, -1.41, 9.07], [3.85, 0.09, 7.08], [3.31, 1.18, 6.19], [2.37, 2.11, 7.03], [1.24, 1.35, 7.68], [0.67, 2.40, 8.71], [0.22, 1.10, 6.65], [1.75, 0.16, 8.46], [0.75, -0.53, 9.17], [1.41, -2.37, 7.59], [1.62, -1.55, 6.14], [2.90, -2.66, 6.73], [4.04, -0.68, 9.70], [2.84, -1.99, 9.70], [4.33, -2.03, 8.71], [4.60, 0.50, 7.75], [4.39, -0.56, 6.38], [4.09, 1.75, 5.69], [2.70, 0.72, 5.41], [2.10, 3.05, 6.54], [3.00, 2.39, 7.87], [-0.30, 2.04, 9.05], [0.61, 3.39, 8.26], [1.32, 2.38, 9.59], [0.57, 0.81, 5.66], [-0.51, 1.91, 6.59], [-0.45, 0.27, 6.89], [0.79, -0.08, 10.02], [-9.17, 5.71, 2.84], [-7.72, 5.30, 3.22], [-6.88, 6.53, 3.49], [-7.82, 4.45, 4.57], [-6.54, 3.67, 4.93], [-6.10, 2.80, 3.73], [-6.08, 3.48, 2.35], [-4.75, 4.27, 2.30], [-6.15, 2.34, 1.29], [-7.24, 4.41, 2.14], [-7.31, 5.03, 0.89], [-9.65, 6.03, 3.76], [-9.13, 6.58, 2.18], [-9.90, 4.97, 2.53], [-6.61, 7.10, 2.60], [-7.40, 7.28, 4.09], [-6.04, 6.24, 4.12], [-7.99, 5.13, 5.41], [-8.67, 3.77, 4.55], [-5.67, 4.23, 5.29], [-6.73, 3.09, 5.83], [-6.73, 1.91, 3.73], [-5.10, 2.43, 3.93], [-4.45, 4.67, 3.28], [-4.84, 5.15, 1.67], [-3.92, 3.69, 1.90], [-6.14, 2.63, 0.24], [-7.03, 1.73, 1.48], [-5.29, 1.66, 1.36], [-8.14, 4.63, 0.62], [0.91, -6.12, -3.89], [1.61, -7.34, -3.31], [1.97, -8.36, -4.43], [2.90, -6.77, -2.65], [3.36, -7.55, -1.38], [2.22, -7.91, -0.50], [1.01, -8.66, -1.10], [1.44, -10.09, -1.42], [-0.16, -8.59, -0.13], [0.61, -7.92, -2.33], [-0.53, -8.45, -2.95], [1.55, -5.64, -4.63], [0.08, -6.43, -4.52], [0.52, -5.45, -3.12], [1.86, -9.37, -4.03], [1.28, -8.29, -5.27], [2.97, -8.19, -4.85], [3.67, -6.98, -3.40], [2.84, -5.75, -2.27], [3.89, -8.43, -1.74], [4.13, -7.00, -0.83], [1.82, -6.97, -0.10], [2.57, -8.48, 0.36], [2.35, -10.16, -2.01], [0.57, -10.57, -1.86], [1.69, -10.54, -0.46], [-0.92, -9.35, -0.32], [-0.63, -7.61, -0.07], [0.24, -8.69, 0.88], [-1.17, -7.79, -2.65], [-6.45, -6.32, 5.79], [-5.22, -6.66, 4.99], [-5.44, -5.99, 3.62], [-4.02, -5.97, 5.70], [-3.42, -6.72, 6.92], [-3.15, -8.21, 6.41], [-4.35, -9.01, 5.82], [-3.72, -10.25, 5.13], [-5.37, -9.42, 6.99], [-5.04, -8.14, 4.84], [-6.05, -8.80, 4.31], [-6.37, -6.74, 6.79], [-6.65, -5.25, 5.93], [-7.22, -6.95, 5.34], [-6.33, -6.29, 3.06], [-5.36, -4.91, 3.62], [-4.64, -6.39, 3.00], [-3.20, -5.78, 5.01], [-4.27, -4.95, 5.98], [-2.63, -6.18, 7.42], [-4.20, -6.78, 7.68], [-2.65, -8.87, 7.12], [-2.36, -8.22, 5.66], [-4.44, -10.88, 4.62], [-3.14, -10.84, 5.84], [-3.07, -9.96, 4.31], [-5.04, -10.37, 7.41], [-6.37, -9.63, 6.60], [-5.47, -8.65, 7.75], [-5.97, -8.79, 3.35], [1.11, 9.27, -9.32], [0.95, 9.49, -7.91], [1.74, 10.47, -7.23], [1.36, 10.50, -5.72], [-0.17, 10.81, -5.44], [2.19, 11.47, -5.03], [0.96, 10.24, -9.80], [0.36, 8.62, -9.79], [2.06, 8.77, -9.51], [2.75, 10.09, -7.34], [1.70, 11.49, -7.62], [1.49, 9.47, -5.38], [-0.82, 9.96, -5.67], [-0.45, 11.71, -5.98], [-0.35, 10.95, -4.37], [2.36, 11.17, -4.08], [3.11, 11.49, -5.44], [5.20, 0.73, -2.72], [5.34, 2.05, -2.24], [6.64, 2.53, -2.07], [6.71, 3.82, -1.36], [6.06, 3.74, -0.02], [5.70, 5.03, 0.62], [6.99, 5.87, 0.88], [6.52, 7.06, 1.57], [7.62, 7.85, 1.95], [5.74, -0.06, -2.19], [5.59, 0.77, -3.73], [4.13, 0.50, -2.68], [7.13, 2.63, -3.04], [7.22, 1.80, -1.51], [6.37, 4.66, -1.98], [7.73, 4.07, -1.08], [5.14, 3.33, -0.16], [5.18, 4.89, 1.57], [4.96, 5.54, 0.00], [7.60, 6.17, 0.03], [7.59, 5.27, 1.56], [7.27, 8.70, 2.53], [8.23, 8.21, 1.13], [8.36, 7.32, 2.56], [-1.78, 3.26, -8.39], [-1.23, 1.94, -8.21], [-1.24, 1.15, -9.41], [-0.32, -0.15, -9.33], [1.15, 0.19, -9.39], [2.09, -0.78, -8.76], [2.35, -1.95, -9.79], [3.20, -2.80, -9.04], [3.45, -4.06, -9.61], [-2.83, 3.23, -8.71], [-1.21, 3.97, -8.99], [-1.75, 3.71, -7.39], [-1.09, 1.77, -10.30], [-2.23, 0.78, -9.68], [-0.50, -0.91, -10.09], [-0.48, -0.57, -8.33], [1.29, 1.06, -8.90], [1.83, -1.20, -7.79], [3.09, -0.35, -8.74], [2.91, -1.62, -10.66], [1.38, -2.38, -10.02], [3.87, -4.73, -8.85], [4.11, -4.04, -10.47], [2.56, -4.61, -9.91], [0.57, -0.32, -0.52], [0.76, 0.95, 0.13], [1.60, 1.86, -0.63], [0.95, 2.41, -1.91], [1.92, 3.21, -2.69], [1.36, 3.55, -4.01], [2.38, 4.23, -4.85], [3.01, 3.21, -5.55], [4.06, 3.65, -6.42], [0.25, -1.03, 0.24], [1.45, -0.60, -1.10], [-0.20, -0.16, -1.28], [2.53, 1.31, -0.83], [2.01, 2.60, 0.06], [0.07, 3.03, -1.72], [0.72, 1.59, -2.59], [2.76, 2.68, -2.90], [0.62, 4.32, -3.82], [1.04, 2.66, -4.55], [2.93, 4.95, -4.25], [1.75, 4.81, -5.52], [3.73, 4.17, -7.33], [4.40, 2.74, -6.90], [4.80, 4.21, -5.85]], "mulliken_charge": [-1.7052, 1.5690, -1.9105, -1.1822, -0.6843, -1.3594, 1.7810, -2.0201, -1.8580, 0.3408, -0.4928, 0.4061, 0.3251, 0.4271, 0.4106, 0.3908, 0.4255, 0.3741, 0.3941, 0.4099, 0.3032, 0.4369, 0.4184, 0.4618, 0.4162, 0.4480, 0.2564, 0.4336, 0.4278, 0.3564, -2.0159, 1.5591, -1.8131, -1.1575, -0.7381, -1.2212, 1.5273, -1.7406, -1.8413, 0.3667, -0.4660, 0.4778, 0.4161, 0.4049, 0.3871, 0.4168, 0.3478, 0.4439, 0.3915, 0.3506, 0.3889, 0.4419, 0.3967, 0.3428, 0.3318, 0.4211, 0.3851, 0.4301, 0.4085, 0.3572, -2.0946, 1.5040, -1.5259, -1.0085, -0.8369, -1.2332, 1.7276, -1.9137, -2.0098, 0.3772, -0.4981, 0.4518, 0.4555, 0.4184, 0.3726, 0.3514, 0.3239, 0.2548, 0.3967, 0.3458, 0.3917, 0.4145, 0.5166, 0.3668, 0.4240, 0.4413, 0.3701, 0.4405, 0.4208, 0.3544, -1.7377, 1.6457, -1.8974, -1.2844, -0.6927, -1.4046, 1.4235, -1.9027, -1.6130, 0.3142, -0.5092, 0.3756, 0.4322, 0.3864, 0.3760, 0.3439, 0.4998, 0.3746, 0.4926, 0.4129, 0.2773, 0.5236, 0.4508, 0.3979, 0.3984, 0.4502, 0.4502, 0.3544, 0.3051, 0.3567, -0.7308, -0.2855, -0.7331, 0.5061, -1.2559, -0.7163, 0.3008, 0.2455, 0.2797, 0.3355, 0.4084, 0.1655, 0.3014, 0.2981, 0.3707, 0.2610, 0.2491, -0.8886, -0.0383, -0.7960, -0.5826, -0.3974, -0.6260, -0.4981, -0.3166, -0.7732, 0.3399, 0.3779, 0.1862, 0.3588, 0.4111, 0.3476, 0.4072, 0.2247, 0.3441, 0.3539, 0.3718, 0.3340, 0.2700, 0.2999, 0.3164, -0.7706, -0.2686, -0.7673, -0.4426, -0.3793, -0.6669, -0.4581, -0.2669, -0.7716, 0.3297, 0.3214, 0.2345, 0.4229, 0.4280, 0.3186, 0.3181, 0.2802, 0.3150, 0.3012, 0.2961, 0.3667, 0.2579, 0.2982, 0.3070, -0.6874, -0.4086, -0.2343, -0.3727, -0.2478, -0.6453, -0.6643, -0.1791, -0.8021, 0.2354, 0.2861, 0.2795, 0.0743, 0.3110, 0.2478, 0.3211, 0.1176, 0.4245, 0.3527, 0.3490, 0.3667, 0.3231, 0.2472, 0.2745], "smiles": "CC1(C)CCCC(C)(C)N1O.CC1(C)CCCC(C)(C)N1O.CC1(C)CCCC(C)(C)N1O.CC1(C)CCCC(C)(C)N1O.COC[C@H](C)N.COCCNCCOC.COCCNCCOC.COCCNCCOC", "de_lowest_ev": 1.117, "gap_ev": 8.125, "total_energy_ha": -3554.23718, "fmax_ev_per_a": 5.011}